[1]
66
Properties=species:S:1:pos:R:3:lowdin_spin:R:1 method="wB97M-V/def2-TZVPD" gap_ev="6.82 / 5.33" homo_ev="-13.085 / -11.772" total_charge=+2 multiplicity=4 e_lumo_ev="-6.26 / -6.44" total_energy_ha=-2808.2582 largest_force_ev_per_a=3.58
C 4.93 1.46 2.09 0.05
C 2.55 2.05 1.80 0.01
C -1.84 -4.02 -0.60 0.00
P -0.10 1.09 -2.51 -0.03
C -2.83 -2.13 0.69 0.00
H -2.88 -1.53 1.61 0.00
H 5.60 -0.46 1.35 0.00
C -3.17 -1.28 -2.15 0.00
H -1.40 -2.08 -3.08 0.00
H -0.02 -0.09 4.07 0.00
H -1.33 3.06 -3.37 0.00
H -0.59 -1.19 -1.29 0.00
H -4.94 -1.98 0.75 0.00
H 1.64 2.39 -2.71 0.00
H -5.19 -1.98 -1.89 0.00
H 0.50 -2.17 2.86 0.00
C 1.28 -1.82 2.18 0.00
H -0.59 1.32 3.10 0.00
H -1.18 -0.71 1.07 0.00
C -4.18 -2.31 0.02 0.00
C 1.39 1.76 -1.82 0.01
C 2.37 0.65 1.40 -0.04
C 1.64 3.12 1.65 -0.01
H -1.00 -0.05 -4.42 0.00
H -1.80 0.03 -1.20 0.00
H -4.43 -3.37 -0.17 0.00
C 3.19 4.68 2.68 -0.01
H 1.19 5.17 2.07 0.00
C -1.55 2.16 -2.77 0.00
C -0.64 0.11 0.60 -0.03
H -0.84 -2.84 0.98 0.00
C 0.28 0.72 3.40 -0.01
H -3.55 -3.91 -1.98 0.00
C -4.39 -1.49 -1.30 0.00
H 5.17 3.87 3.10 0.00
H -2.04 2.41 -1.81 0.00
H -1.16 1.04 0.85 0.00
Mn 1.09 -0.10 -0.58 2.99
H 3.39 -1.02 0.35 0.00
H 0.45 -0.88 -3.86 0.00
H -0.84 -4.44 -0.76 0.00
C -2.48 -3.66 -1.98 0.00
H -2.27 1.60 -3.37 0.00
H 0.68 2.97 1.16 0.00
H 0.54 0.65 -4.86 0.00
H -2.02 -4.30 -2.75 0.00
H -4.82 -0.51 -1.00 0.00
C -1.75 -2.88 0.37 0.00
C 1.94 4.39 2.11 0.01
H -2.43 -4.85 -0.17 0.00
C 0.02 0.12 -4.04 -0.01
C 4.76 0.23 1.48 0.00
H 2.26 -1.99 2.66 0.00
C -0.76 -0.14 -0.97 0.00
C -2.25 -2.24 -2.40 0.00
H 2.34 1.14 -1.69 0.00
P 0.84 -0.09 1.91 -0.01
H 3.41 5.65 3.12 0.00
H 1.28 2.41 -0.92 0.00
C 3.88 2.41 2.19 0.00
H 1.02 1.33 3.93 0.00
H -3.13 -0.32 -2.68 0.00
C 3.49 -0.16 1.03 0.05
H 5.91 1.72 2.50 0.00
C 4.17 3.71 2.69 0.01
H 1.23 -2.39 1.24 0.00

---

[2]
39
Properties=species:S:1:pos:R:3:lowdin_spin:R:1 method="wB97M-V/def2-TZVPD" gap_ev="7.12 / 8.51" homo_ev="-19.411 / -19.577" total_charge=+3 multiplicity=4 e_lumo_ev="-12.29 / -11.07" total_energy_ha=-2180.4929 largest_force_ev_per_a=0.26
C 0.55 -2.11 1.88 0.00
N -0.17 -1.94 0.56 -0.04
N 1.63 -0.04 1.03 -0.01
C 2.68 -0.70 0.17 0.00
H 2.69 -1.76 0.40 0.00
H -0.53 -1.95 -2.31 0.00
H -2.18 4.53 2.36 0.00
Cr -0.18 0.03 -0.01 3.05
C 2.38 -0.43 -1.29 0.00
H -0.73 2.25 1.74 0.00
H 0.70 -0.09 -2.43 0.00
H 1.99 0.86 1.33 0.00
C 1.28 -0.82 2.26 0.01
N -0.76 2.15 0.72 0.01
H 1.36 -3.17 -0.25 0.00
H -0.17 -2.37 2.65 0.00
H 1.23 -2.95 1.79 0.00
N -2.06 2.48 0.30 0.00
H -0.12 2.85 0.34 0.00
H -3.15 5.56 1.30 0.00
H 2.60 0.61 -1.54 0.00
N 0.91 -0.62 -1.59 -0.04
C -2.78 1.64 -0.47 0.00
C 0.38 -2.81 -0.55 0.01
N -3.91 2.27 -0.67 0.00
H -0.25 -3.69 -0.67 0.00
C -2.81 3.64 0.52 0.00
H 3.66 -0.31 0.43 0.00
N -3.95 3.50 -0.08 0.00
H 2.98 -1.06 -1.95 0.00
H -4.71 1.95 -1.21 0.00
C 0.45 -2.03 -1.85 0.01
H 1.12 -2.51 -2.57 0.00
C -2.36 4.81 1.32 0.00
H -1.14 -2.22 0.70 0.00
S -2.26 0.09 -1.02 -0.01
H -1.45 5.25 0.90 0.00
H 2.18 -1.04 2.85 0.00
H 0.64 -0.18 2.88 0.00

---

[3]
62
Properties=species:S:1:pos:R:3:lowdin_spin:R:1 method="wB97M-V/def2-TZVPD" gap_ev="6.13 / 7.05" homo_ev="-7.802 / -9.014" multiplicity=5 e_lumo_ev="-1.68 / -1.96" total_energy_ha=-3585.7146 largest_force_ev_per_a=0.85 de_lowest_kcal_mol=0.0
H 1.00 -2.89 3.27 0.00
C -2.93 -0.67 1.95 0.00
C -0.44 2.41 -2.76 0.59
H 2.44 -2.30 4.10 0.00
Si 1.58 -0.55 2.56 0.00
C 0.29 3.27 -1.77 0.09
H -2.73 -0.77 -1.32 0.00
C -1.91 2.55 -2.95 0.09
Si -1.97 -1.76 0.78 0.00
H 0.14 1.95 -3.55 0.03
H 3.83 -0.34 1.58 0.00
H 1.67 -4.06 -1.70 0.00
O 0.23 3.80 1.83 0.01
H -2.60 -0.80 2.98 0.00
C 3.17 0.31 2.15 0.00
H -2.13 3.31 -3.70 0.03
C 3.30 -1.34 -1.23 0.00
H -1.20 -4.16 0.92 0.00
H -3.99 -0.94 1.89 0.00
H -2.86 3.98 -1.60 0.00
H -2.81 0.37 1.66 0.00
H -2.83 -3.92 1.55 0.00
H 3.68 0.60 3.07 0.00
H 1.39 -3.76 0.01 0.00
C -1.83 2.55 -0.40 0.01
H -2.30 1.61 -3.36 0.01
C 1.92 -2.32 3.13 0.00
C 0.51 0.36 3.78 0.00
H 0.37 4.29 -2.16 0.04
H 0.18 1.30 3.33 0.00
Si 0.26 -1.00 0.62 0.00
H 1.17 -0.21 -3.34 0.00
H -3.75 -2.16 -0.89 0.00
H -2.16 -2.44 -1.61 0.00
C 0.79 -1.19 -3.04 0.00
H 3.79 -1.64 -2.16 0.00
C -2.65 2.91 -1.63 0.01
Si 1.48 -1.64 -1.37 0.03
Co 0.16 0.98 -0.79 2.61
H 3.50 -0.29 -1.06 0.00
H -0.82 4.44 -0.29 0.00
H 3.73 -1.93 -0.41 0.00
C -2.72 -1.79 -0.93 0.00
O 0.72 1.82 0.91 0.11
H -0.35 -0.23 4.09 0.00
C 1.09 -3.45 -1.00 0.02
H -2.39 2.83 0.50 0.00
H -3.60 2.39 -1.58 0.00
H -0.30 -1.17 -3.06 0.00
H 1.13 -1.93 -3.77 0.00
C 1.76 2.75 -1.66 0.01
H 2.94 1.21 1.58 0.00
O -1.62 1.14 -0.35 0.16
H 2.56 -2.85 2.42 0.00
H 1.10 0.60 4.67 0.00
O 2.69 3.51 -1.71 0.01
H 0.04 -3.69 -1.14 0.00
H -1.44 -3.45 2.52 0.00
C -1.83 -3.49 1.50 0.00
O 1.85 1.44 -1.59 0.09
C 0.22 3.02 0.90 0.01
C -0.52 3.40 -0.39 0.02

---

[4]
16
Properties=species:S:1:pos:R:3:mulliken_charge:R:1 method="wB97M-V/def2-TZVPD" gap_ev=10.06 homo_ev=-9.438 e_lumo_ev=0.62 total_energy_ha=-363.0634 largest_force_ev_per_a=0.36 de_lowest_kcal_mol=13.9 smiles="NC(=O)CCCO"
O -1.10 -0.03 -2.73 -0.66
H 0.59 1.41 -1.36 0.26
H 1.78 0.35 1.87 0.35
C 0.07 1.01 0.70 -0.67
C -0.28 1.09 -0.79 -0.36
H -1.03 1.88 -0.94 0.30
H -1.32 -2.07 -1.37 0.22
N -1.01 -1.27 -0.84 -0.29
H 0.44 1.99 1.00 0.34
H -0.69 -1.40 0.11 0.26
H -0.83 0.83 1.31 0.31
O 0.41 -1.18 1.62 -0.59
C -0.83 -0.12 -1.54 0.34
C 1.11 -0.05 1.10 -0.44
H 1.05 -1.89 1.76 0.29
H 1.72 -0.33 0.23 0.33

---

[5]
24
Properties=species:S:1:pos:R:3:mulliken_charge:R:1 method="wB97M-V/def2-TZVPD" gap_ev=5.60 homo_ev=-20.611 total_charge=+4 e_lumo_ev=-15.02 total_energy_ha=-3152.7962 largest_force_ev_per_a=13.13
C 3.67 1.60 2.04 -1.03
Lu -0.54 0.33 -0.21 1.15
H 4.17 1.66 -0.42 0.43
C -8.72 -0.89 -1.06 0.10
Cl -5.65 -4.73 -1.16 -0.26
H 3.58 2.66 1.83 0.37
O 1.31 2.93 -1.42 -0.05
H 1.67 0.88 2.07 0.31
H 3.66 1.46 3.13 0.33
Cl -1.23 1.81 1.55 -0.32
O -9.47 0.00 -1.07 0.06
H 4.61 1.23 1.65 0.42
C 0.73 1.99 -1.06 0.50
La -6.98 -2.60 -0.92 1.78
O -9.75 -4.23 -2.03 0.13
C -8.83 -3.62 -1.65 0.19
H 4.27 0.62 -1.85 0.32
H 3.54 -1.26 -0.67 0.29
C 2.61 -0.18 0.66 0.54
S 1.23 -1.31 0.61 -0.42
N 3.68 -0.41 -0.11 -0.20
C 4.44 0.66 -0.77 -1.02
N 2.51 0.90 1.47 0.03
H 5.50 0.50 -0.59 0.33